C3HFO2Rb as an isolated structure. Source: OMol25; level of theory: ωB97M-V/def2-TZVPD.

Summary:
HOMO-LUMO gap	0.2723	Eh
LUMO level	-5.4741	eV
total charge	+1

```
8
C3HFO2Rb (ωB97M-V/def2-TZVPD)
C 1.51 1.25 -1.17
O 1.93 1.46 -2.21
O 1.90 1.99 0.97
C 0.97 1.21 0.98
C 0.52 0.61 -0.09
H -1.06 -0.96 0.29
Rb -3.89 -3.76 0.86
F -1.87 -1.82 0.36
```

---

C3HFOTl as an isolated structure. Source: OMol25; level of theory: ωB97M-V/def2-TZVPD.

Summary:
HOMO-LUMO gap (spin up / spin down)	0.2327 / 0.2325	Eh
LUMO level (spin up / spin down)	-7.2519 / -7.2362	eV
total charge	+1

```
7
C3HFOTl (ωB97M-V/def2-TZVPD)
O -2.77 1.09 0.29
C -1.80 0.45 0.01
C -0.99 -0.44 -0.50
C 0.12 -0.61 0.23
H -0.12 -1.80 -0.02
F 3.57 1.06 0.00
Tl 2.00 0.24 -0.01
```

---

C3HMgO2 as an isolated structure. Source: OMol25; level of theory: ωB97M-V/def2-TZVPD.

Summary:
<S²>	0.751
HOMO-LUMO gap (spin up / spin down)	0.2829 / 0.2826	Eh
LUMO level (spin up / spin down)	-0.2643 / -1.5374	eV
total charge	0
multiplicity	2

```
7
C3HMgO2 (ωB97M-V/def2-TZVPD)
C 0.84 -0.92 -1.60
H 1.05 -1.38 -2.56
C 0.58 -0.42 -0.53
O 0.97 0.24 1.54
C 0.00 0.08 0.78
Mg -2.47 1.49 1.73
O -0.96 0.91 0.65
```

---

| no. | electronic energy (Eh) | molar mass (g/mol) |
| --- | --- | --- |
| 1 | -388.9162 | 173.505 |
| 2 | -461.9507 | 276.421 |
| 3 | -465.3838 | 93.344 |